# 1
34
Properties=species:S:1:pos:R:3:forces:R:3 method="wB97M-V/def2-TZVPD" lumo_energy_ev="-7.525 / -8.177" e_tot_ev=-53795.862 charge=+1 gap_ev="4.76 / 4.06" homo_energy_ev="-12.3 / -12.2"
Au 0.773 1.159 0.495 0.86 -0.13 -1.17
O 2.894 0.530 1.190 -0.90 0.34 -0.69
C 2.866 0.487 2.608 0.39 -0.04 0.95
C 1.494 0.123 3.110 0.61 -0.37 0.30
C 1.323 -0.614 4.273 0.01 0.24 -0.35
C 0.045 -0.792 4.778 -0.14 0.25 -0.13
C -1.026 -0.203 4.121 0.21 0.01 -0.05
C -0.790 0.469 2.934 -0.60 0.02 0.33
N 0.439 0.620 2.452 -0.13 -0.06 -0.76
H 3.619 1.087 0.871 0.00 -0.02 -0.02
H 3.113 1.472 3.029 0.02 -0.12 -0.11
H 3.616 -0.232 2.957 -0.24 0.10 -0.03
H 2.180 -1.039 4.771 0.12 0.00 0.02
H -0.109 -1.361 5.682 -0.02 -0.05 0.05
H -2.026 -0.270 4.516 -0.14 -0.03 -0.08
H -1.582 0.926 2.361 -0.17 -0.09 -0.08
O -2.213 -1.997 -1.392 0.13 -0.64 1.02
S -1.772 -0.647 -1.239 -1.08 0.86 -5.37
O -2.773 0.355 -1.061 -0.36 0.03 1.44
O -0.529 -0.536 -0.479 1.76 -0.28 2.43
C -1.129 -0.209 -2.958 -1.38 -1.65 2.88
C -1.391 -1.135 -3.940 0.51 0.41 -0.76
C -0.913 -0.857 -5.218 -0.41 -0.35 0.16
C -0.216 0.311 -5.472 0.26 0.19 -0.12
C 0.035 1.216 -4.453 -0.20 0.17 0.13
C -0.458 0.948 -3.177 0.91 1.50 -0.08
S -0.033 2.205 -1.933 -1.70 -0.36 -3.68
O -0.909 2.137 -0.760 0.26 0.55 1.35
O 0.014 3.437 -2.637 0.32 0.08 0.54
O 1.307 1.736 -1.435 0.98 -0.64 2.26
H -1.923 -2.043 -3.711 -0.04 -0.02 0.03
H -1.115 -1.571 -6.004 0.10 0.07 -0.15
H 0.139 0.524 -6.471 0.03 -0.01 0.02
H 0.571 2.138 -4.613 0.04 0.04 -0.27

# 2
38
Properties=species:S:1:pos:R:3:forces:R:3 method="wB97M-V/def2-TZVPD" lumo_energy_ev="-0.713 / -0.991" e_tot_ev=-140860.742 s_squared=0.99 relative_energy_kcal_mol=13.54 gap_ev="7.73 / 7.17" homo_energy_ev="-8.4 / -8.2" spin_multiplicity=2
Tc 0.168 0.601 -0.331 0.84 1.50 -1.85
Br 3.712 1.481 -0.199 0.01 -0.01 -0.09
C 2.556 1.985 1.194 -0.30 -0.26 -0.47
C 3.113 2.695 2.238 0.03 0.23 0.36
C 2.303 3.109 3.283 0.11 -0.14 -0.30
C 0.964 2.779 3.222 -0.23 0.08 0.08
C 0.486 2.078 2.137 0.31 -0.21 -0.20
N 1.258 1.660 1.096 0.84 0.72 1.16
C -0.956 1.682 2.057 -0.12 -0.02 -0.09
O -1.732 1.876 2.962 0.09 0.05 0.06
O -1.242 1.099 0.929 -1.24 0.12 0.26
H 4.168 2.922 2.217 0.01 -0.03 -0.01
H 2.713 3.669 4.111 0.01 -0.01 0.02
H 0.255 3.054 3.990 -0.01 -0.03 0.00
S 0.612 -1.432 1.363 0.21 0.34 -0.13
C -0.744 -2.263 0.762 -0.35 -0.03 0.16
N -1.983 -1.712 0.957 -0.01 -0.42 -0.24
C -3.103 -2.310 0.524 -0.01 0.05 0.02
C -3.017 -3.522 -0.094 0.03 -0.14 -0.13
C -1.732 -4.030 -0.298 -0.03 0.22 0.11
N -0.636 -3.430 0.128 0.04 -0.14 -0.05
H -2.015 -0.767 1.331 0.00 0.15 0.02
H -4.034 -1.786 0.679 0.03 0.08 0.01
H -3.895 -4.030 -0.461 -0.01 0.04 -0.01
H -1.579 -4.956 -0.841 -0.05 -0.02 0.01
C 0.257 2.084 -1.638 -0.32 -1.22 1.37
H 1.151 2.525 -2.074 0.12 -0.10 0.07
H -0.657 2.548 -2.014 -0.07 -0.14 -0.01
F -1.550 -2.157 -2.982 -0.07 0.07 0.04
B -2.117 -0.941 -2.655 0.34 -0.01 0.14
F -1.983 0.017 -3.618 -0.03 0.01 -0.05
F -3.395 -1.071 -2.155 0.00 0.03 0.03
F -1.282 -0.432 -1.452 -0.34 -0.32 0.02
Cl 2.801 0.818 -3.794 0.03 -0.03 0.03
C 2.903 -0.694 -2.898 0.01 0.37 -0.06
Cl 1.587 -0.907 -1.711 0.19 -0.74 -0.38
H 3.844 -0.737 -2.363 -0.01 0.04 0.01
H 2.801 -1.509 -3.604 -0.06 -0.08 0.08

# 3
29
Properties=species:S:1:pos:R:3:forces:R:3 method="wB97M-V/def2-TZVPD" lumo_energy_ev="2.462 / 0.991" e_tot_ev=-134237.283 charge=-1 s_squared=12.11 gap_ev="4.64 / 4.49" homo_energy_ev="-2.2 / -3.5" spin_multiplicity=7
C -1.236 -0.904 -1.030 -0.90 -0.36 -0.67
C -1.919 -2.088 -0.608 -0.51 0.49 -0.57
C -3.157 -1.701 0.002 0.08 0.38 -1.23
H -1.551 -3.103 -0.766 -0.13 0.39 0.33
C -3.258 -0.269 -0.101 0.24 -0.26 -1.01
C -2.063 0.213 -0.734 -0.83 -0.55 -0.69
H -1.831 1.238 -1.023 -0.11 -0.24 0.35
H -0.292 -0.861 -1.578 -0.30 -0.05 0.45
H -3.927 -2.376 0.386 0.37 0.30 -0.06
H -4.110 0.349 0.181 0.30 -0.23 0.12
Tb -1.343 -0.734 1.499 -0.08 -1.01 0.65
Br 0.576 -2.508 1.757 1.31 -1.24 0.35
C 2.770 1.714 0.048 -0.72 0.42 -0.88
C 1.830 2.411 -0.775 1.64 -0.58 2.04
C 1.529 1.591 -1.902 0.94 -3.06 -1.24
H 1.395 3.382 -0.568 0.09 -0.18 0.04
C 2.280 0.382 -1.778 -1.84 2.01 -1.31
C 3.050 0.461 -0.577 -0.28 1.16 0.85
H 3.700 -0.320 -0.191 -0.18 0.22 -0.05
H 3.146 2.048 1.009 -0.12 -0.09 -0.20
H 0.840 1.835 -2.723 0.41 -0.17 0.54
H 2.260 -0.449 -2.480 0.01 0.23 0.23
Cl -1.842 2.893 4.102 -0.21 0.22 0.00
C -0.966 1.405 4.168 -0.14 -0.77 0.39
Cl -2.285 -0.156 3.940 0.86 1.54 1.00
C 0.122 1.321 3.073 -0.53 -0.52 -2.28
O 1.290 1.390 3.408 -0.50 0.26 0.33
O -0.364 1.158 1.858 1.33 1.81 2.58
H -0.559 1.243 5.161 -0.19 -0.10 -0.09

# 4
29
Properties=species:S:1:pos:R:3:forces:R:3 method="wB97M-V/def2-TZVPD" lumo_energy_ev=2.324 e_tot_ev=-52401.039 charge=-1 relative_energy_kcal_mol=0.00 gap_ev=4.78 homo_energy_ev=-2.5
C 0.788 3.970 0.079 0.33 0.34 0.00
S -0.710 4.359 -0.039 0.22 -0.29 0.02
S 2.310 3.662 0.191 -0.48 0.11 -0.04
C 3.867 0.166 4.165 0.18 0.23 -0.02
C 2.649 -0.532 3.619 -0.21 0.23 -0.33
O 2.188 0.195 2.463 0.64 -0.51 1.11
C 1.116 -0.388 1.866 -1.76 0.68 -2.28
C 0.745 0.349 0.638 1.81 0.51 1.79
N -0.164 -0.138 -0.128 -1.68 -1.24 -0.55
C -0.501 0.181 -1.341 0.39 0.63 -0.34
C -1.594 -0.420 -2.074 0.47 0.01 0.32
C -1.591 -0.305 -3.484 -0.50 -0.19 0.17
C -2.637 -0.817 -4.240 -0.16 -0.04 0.34
C -3.719 -1.435 -3.597 1.18 0.47 0.87
Cl -5.034 -2.012 -4.534 -0.74 -0.34 -0.48
C -3.726 -1.585 -2.200 0.55 0.23 -0.36
C -2.654 -1.106 -1.438 -0.43 -0.07 -0.65
O 0.547 -1.385 2.274 0.69 -0.03 0.71
H 4.215 -0.367 5.049 0.09 0.00 0.07
H 4.677 0.191 3.432 -0.06 -0.06 0.01
H 3.652 1.200 4.449 -0.07 -0.07 -0.01
H 2.901 -1.559 3.319 -0.22 0.17 0.14
H 1.844 -0.556 4.365 0.17 -0.18 -0.17
H 1.317 1.272 0.446 -0.11 -0.54 -0.25
H 0.104 0.911 -1.906 -0.08 -0.01 0.03
H -0.743 0.186 -3.966 -0.27 -0.13 0.10
H -2.624 -0.741 -5.323 -0.06 -0.01 0.10
H -4.576 -2.067 -1.730 0.06 -0.02 0.02
H -2.644 -1.226 -0.354 0.06 0.10 -0.32

# 5
29
Properties=species:S:1:pos:R:3:forces:R:3 method="wB97M-V/def2-TZVPD" lumo_energy_ev="-10.593 / -10.764" e_tot_ev=-49397.520 charge=+2 s_squared=15.80 relative_energy_kcal_mol=358.60 gap_ev="4.58 / 4.41" homo_energy_ev="-15.2 / -15.2" spin_multiplicity=8
O 0.060 -3.351 -3.037 0.03 -4.35 0.44
C 0.049 -2.255 -3.036 0.22 -10.66 -2.97
Eu 0.030 -0.374 -2.949 -0.22 -0.42 15.44
O -2.547 -0.400 -4.523 -3.97 -0.06 -2.27
C -1.602 -0.390 -3.979 -5.65 0.02 -3.59
C 1.660 -0.356 -3.979 5.88 0.13 -3.71
O 2.605 -0.348 -4.523 3.86 0.02 -2.21
C 0.010 1.509 -3.033 -0.10 10.39 -2.18
O -0.002 2.603 -3.036 -0.04 4.51 0.46
C 1.596 -0.938 0.313 1.39 -0.20 -1.33
P 0.022 -0.165 -0.226 1.10 -0.46 3.37
C -0.952 -1.716 -0.151 -0.99 -0.08 -0.67
C -0.130 0.651 1.402 -1.24 1.18 0.35
C -0.179 -0.074 2.611 -0.08 0.13 -0.12
C -0.311 0.583 3.833 0.06 0.07 -0.44
C -0.407 1.974 3.870 0.02 0.03 -0.40
C -0.370 2.703 2.681 0.12 -0.20 0.07
C -0.234 2.048 1.452 -0.10 -0.16 0.26
H 1.895 -1.688 -0.437 0.30 0.01 0.18
H 1.551 -1.460 1.289 -0.35 0.45 -0.58
H 2.384 -0.161 0.354 -0.34 -0.44 0.09
H -0.454 -2.549 -0.674 -0.21 0.29 0.21
H -1.075 -2.059 0.888 0.08 0.31 -0.27
H -1.958 -1.541 -0.575 0.22 -0.37 0.25
H -0.121 -1.156 2.638 -0.01 0.00 -0.10
H -0.346 0.011 4.755 0.02 0.03 -0.18
H -0.514 2.480 4.823 0.00 -0.01 -0.14
H -0.451 3.784 2.712 0.03 -0.14 -0.06
H -0.212 2.632 0.536 -0.04 0.00 0.10

# 6
27
Properties=species:S:1:pos:R:3:forces:R:3 method="wB97M-V/def2-TZVPD" lumo_energy_ev="-10.867 / -10.205" e_tot_ev=-21349.819 charge=+2 s_squared=2.02 gap_ev="5.15 / 5.81" homo_energy_ev="-16.0 / -16.0" spin_multiplicity=3
W -0.115 0.162 -1.788 -1.14 -1.21 3.42
C -0.563 0.007 -4.017 0.27 0.09 0.09
H 0.508 0.244 -3.833 0.30 -0.06 -0.64
H -0.639 -0.929 -4.552 0.14 -0.40 0.02
H -0.955 0.802 -4.644 -0.28 0.21 0.13
H -1.429 -0.005 -3.031 0.68 -0.29 -2.31
H -1.786 0.173 -2.102 -0.58 0.35 2.07
F -0.887 -4.727 0.847 0.44 2.20 -0.08
C -0.537 -3.397 0.915 -0.80 -2.07 -0.79
C -0.754 -2.581 -0.210 0.27 -0.07 -0.04
C -0.314 -1.252 -0.154 0.03 0.64 -0.90
C 0.174 -0.724 1.076 0.66 -0.88 1.06
C 0.332 -1.636 2.162 0.76 2.12 0.71
F 0.854 -1.189 3.357 -0.74 -0.38 -1.69
C 0.016 -2.961 2.099 -0.15 -0.36 0.01
C 0.459 0.705 1.134 0.36 0.60 -0.10
C 0.921 1.480 2.214 0.00 -0.37 0.27
C 1.101 2.861 2.132 -0.06 -0.72 -0.35
C 0.737 3.452 0.925 -0.29 0.91 -0.83
C 0.262 2.697 -0.143 0.77 -0.62 0.55
N 0.229 1.324 -0.074 -0.24 1.13 -0.02
H -1.226 -2.975 -1.109 0.17 -0.19 0.30
H 0.179 -3.609 2.962 -0.11 0.09 -0.35
H 1.156 0.990 3.147 -0.11 -0.15 -0.06
H 1.515 3.444 2.981 -0.41 -0.49 -0.74
H 0.834 4.533 0.801 -0.20 -0.33 -0.04
H -0.073 3.113 -1.095 0.27 0.26 0.30

# 7
36
Properties=species:S:1:pos:R:3:forces:R:3 method="wB97M-V/def2-TZVPD" lumo_energy_ev="-3.820 / -4.040" e_tot_ev=-89739.555 charge=+1 s_squared=8.75 relative_energy_kcal_mol=1.34 gap_ev="7.94 / 7.72" homo_energy_ev="-11.8 / -11.8" spin_multiplicity=6
Mn -0.238 0.091 0.780 -1.69 -0.61 0.19
I -4.238 0.835 -0.664 -0.37 0.33 0.10
C -4.423 2.086 -2.389 0.15 -1.01 -0.44
I -3.588 4.003 -2.352 0.21 0.26 0.17
H -5.480 2.178 -2.630 0.18 -0.08 0.08
H -3.896 1.490 -3.149 -0.43 0.50 0.11
N 2.634 0.470 -0.718 -1.03 0.14 0.33
C 2.663 -0.316 0.463 -0.34 0.18 0.22
C 3.918 -0.412 1.098 -0.71 -0.39 -0.02
C 4.054 -1.334 2.114 -0.79 -0.57 -0.38
C 2.901 -2.050 2.552 1.22 -0.09 0.34
C 1.666 -1.799 2.015 0.91 1.20 -0.18
N 1.533 -0.926 0.970 1.65 0.54 -0.42
C 1.567 0.964 -1.471 -1.11 -0.20 -0.96
C 1.858 1.569 -2.739 -0.08 -0.22 1.11
C 0.863 1.760 -3.663 -0.61 0.42 0.35
C -0.459 1.401 -3.317 0.13 0.19 0.91
C -0.723 0.966 -2.023 0.46 1.04 -0.24
N 0.262 0.814 -1.082 1.27 -0.47 -0.97
H 3.505 0.558 -1.236 -0.10 -0.10 0.61
H 4.736 0.240 0.812 -0.05 -0.22 -0.23
H 5.060 -1.538 2.486 -0.50 0.10 0.34
H 3.005 -2.762 3.367 -0.10 0.12 -0.18
H 0.767 -2.160 2.496 -0.05 -0.21 -0.41
H 2.829 2.008 -2.908 0.30 -0.41 -0.08
H 1.103 2.313 -4.584 -0.29 -0.51 0.39
H -1.313 1.680 -3.910 0.05 -0.28 -0.42
H -1.760 0.876 -1.653 0.75 -0.13 -0.27
F -2.336 -3.447 3.178 -0.14 1.66 0.51
C -2.239 -2.122 3.468 0.91 -0.31 -0.83
F -3.062 -1.760 4.444 0.55 -0.42 -1.00
F -0.951 -1.883 3.871 -0.85 -0.19 -0.13
S -2.533 -1.105 1.837 -2.58 -1.60 0.31
O -1.912 0.219 2.102 0.34 0.13 0.08
O -3.984 -1.222 1.743 2.15 0.82 0.04
O -1.789 -1.685 0.693 0.59 0.38 0.95

# 8
30
Properties=species:S:1:pos:R:3:forces:R:3 method="wB97M-V/def2-TZVPD" lumo_energy_ev=0.180 e_tot_ev=-26732.885 relative_energy_kcal_mol=18.33 gap_ev=7.85 homo_energy_ev=-7.7
N 5.790 -0.537 3.574 -0.37 -0.07 0.24
F -0.065 3.264 -2.724 1.98 -0.57 0.26
F 1.343 1.751 -3.440 0.21 0.06 0.02
F 2.185 3.561 -2.524 -1.48 -1.00 -0.22
C 4.731 -0.299 3.188 2.52 0.24 0.28
N 2.188 1.924 -0.391 0.67 0.63 -0.63
C 1.124 2.001 -1.092 -0.38 -1.95 2.71
C 2.420 -0.720 2.921 0.43 0.15 1.20
C 3.435 0.850 1.468 0.53 1.76 -2.17
C 1.265 -0.564 2.233 -1.19 0.53 -0.32
C 3.542 0.023 2.551 -1.70 -0.43 -0.66
C 2.212 1.088 0.759 4.10 0.99 -0.14
C 1.159 0.417 1.168 -3.19 -3.01 2.36
N -0.039 1.353 -0.626 2.62 2.21 -0.52
N -0.062 0.650 0.580 -1.49 -0.64 0.72
C 1.186 2.646 -2.477 -1.27 1.38 0.54
C -2.769 -0.359 -0.633 0.92 -4.42 -0.25
C -1.380 0.592 1.306 1.87 -2.92 0.03
C -2.256 -0.584 0.772 -1.47 2.25 1.60
H 2.540 -1.305 3.852 -0.51 -0.04 -0.87
H 4.330 1.369 1.065 -0.68 -0.33 0.44
H 0.411 -1.144 2.604 0.09 0.42 -0.59
H -0.800 1.260 -1.192 -2.19 -0.53 -1.68
H -3.545 -1.186 -0.801 1.11 1.17 -0.27
H -1.923 -0.512 -1.334 -0.63 -0.05 0.04
H -3.216 0.534 -0.844 -1.21 2.58 -0.15
H -1.863 1.481 1.190 -1.35 2.72 -0.60
H -1.211 0.494 2.398 0.28 -0.11 -0.70
H -1.691 -1.463 0.881 0.68 -1.29 -0.17
H -3.165 -0.709 1.444 1.10 0.30 -0.47